Entry 1:
Below is a cluster of 2 separate species, C3H7NO2 in total at a distorted geometry, with properties calculated with ωB97M-V/def2-TZVPD.

## Properties
Frontier orbital gap   10.3 eV
Structure (SMILES)   CC=O.NC=O

Each line ends with the Mulliken charge.
Geometry (Å):
C1 0.23803 -2.75723 0.35384  -0.83
C2 0.57700 -1.51694 1.15209  0.30
O1 0.57382 -1.50293 2.35093  -0.48
H1 0.84584 -3.61720 0.55499  0.30
H2 -0.78529 -3.03400 0.62860  0.25
H3 0.24386 -2.53300 -0.70811  0.28
H4 0.73759 -0.61259 0.54136  0.18
N1 -0.25619 3.27827 -0.77736  -0.38
C3 -0.63827 1.95601 -0.81889  0.18
O2 -0.94791 1.31916 0.15200  -0.53
H5 -0.04278 3.71778 -1.65411  0.22
H6 0.10401 3.64492 0.08633  0.23
H7 -0.64971 1.65774 -1.86168  0.29

---

Entry 2:
Below is the molecule C3H7NO2, with properties calculated with ωB97M-V/def2-TZVPD.

## Properties
Frontier orbital gap   10.8 eV
Structure (SMILES)   NC(=O)CCO

Each line ends with the Mulliken charge.
Geometry (Å):
N1 0.64461 0.87288 -1.59802  -0.42
C1 -0.24621 -0.02660 -1.08361  0.39
O1 -1.40603 -0.08802 -1.45432  -0.60
C2 0.29386 -0.91373 0.02386  -0.32
C3 -0.28663 -0.43377 1.35816  -0.48
O2 -0.14750 0.96598 1.51521  -0.53
H1 1.46984 1.10968 -1.07098  0.23
H2 0.26458 1.58756 -2.20213  0.24
H3 1.38749 -0.89389 0.05193  0.27
H4 -0.03011 -1.94011 -0.17136  0.29
H5 -1.33910 -0.73593 1.42175  0.27
H6 0.25581 -0.88985 2.19132  0.33
H7 -0.86060 1.38579 1.01820  0.33

---

Entry 3:
Below is the molecule C3H7NO2, with properties calculated with ωB97M-V/def2-TZVPD.

## Properties
Frontier orbital gap   10.5 eV
Structure (SMILES)   COC(=O)CN

Each line ends with the Mulliken charge.
Geometry (Å):
C1 -1.32279 -0.19386 1.76899  -0.62
O1 -0.09673 0.04984 1.07263  -0.30
C2 -0.06267 -0.46906 -0.16876  0.69
O2 -1.00423 -1.03315 -0.67927  -0.56
C3 1.24542 -0.19312 -0.88894  -0.56
N1 1.17816 1.00079 -1.72555  -0.60
H1 -1.26494 0.36724 2.70201  0.22
H2 -1.42167 -1.26429 1.96980  0.28
H3 -2.17582 0.13153 1.16937  0.30
H4 1.44134 -1.05570 -1.53143  0.31
H5 2.07055 -0.08983 -0.17813  0.33
H6 0.38829 0.92594 -2.36155  0.26
H7 1.02509 1.82368 -1.14917  0.25